Record 1
67
Properties=species:S:1:pos:R:3:nbo_charge:R:1 method="wB97M-V/def2-TZVPD" charge=+1 relative_energy_kj_mol=40.4 homo_energy_ev=-11.128 gap_ha=0.211 lumo_ha=-0.1979
C -2.21057 -0.26582 1.39572 -0.656
C -0.73446 -0.20624 1.34634 0.076
C 0.00579 0.88239 1.04569 -0.235
C 1.47660 0.65756 1.23147 -0.440
C 1.58049 -0.85735 1.56741 -0.392
C 0.12909 -1.40192 1.66770 -0.443
H -2.54723 -1.30452 1.31725 0.228
H -2.60268 0.14996 2.33704 0.232
H -2.65921 0.30773 0.57414 0.218
H -0.38751 1.83515 0.71777 0.172
H 2.09606 0.92097 0.36444 0.200
H 1.87336 1.22872 2.08403 0.198
H 2.11871 -1.39604 0.78062 0.214
H 2.10598 -1.00156 2.51571 0.215
H -0.07136 -1.80264 2.66841 0.220
H -0.03199 -2.22675 0.95933 0.221
C -3.84846 9.70981 -0.38421 -0.633
C -3.26485 8.39741 0.03320 0.012
C -2.05303 8.34859 0.71766 -0.210
C -1.50439 7.15005 1.17029 -0.023
C -0.21976 7.27827 1.94472 -0.648
C -2.16483 5.93371 0.89517 0.008
C -1.63271 4.59169 1.41265 -0.231
C -1.82215 4.45074 2.92710 -0.603
C -0.16100 4.30994 0.99467 -0.561
C -0.03564 3.71012 -0.33261 0.245
C 1.04804 3.91949 -1.21563 -0.145
C 0.77627 4.11283 -2.61219 0.129
C -0.62739 4.33563 -3.08630 -0.660
C 1.81954 4.16439 -3.51900 -0.251
C 3.15365 4.07821 -3.10730 0.155
C 4.26022 4.09021 -4.11265 -0.657
C 3.42829 3.99752 -1.73867 -0.253
C 2.41988 3.94155 -0.78390 0.123
C 2.80163 3.90708 0.66220 -0.663
C -3.39537 5.97843 0.20814 -0.024
C -4.18557 4.72033 -0.04644 -0.635
C -3.92348 7.19452 -0.22166 -0.213
H -4.79838 9.55583 -0.90410 0.220
H -4.02912 10.36004 0.48191 0.230
H -3.16837 10.24703 -1.05606 0.226
H -1.52325 9.27910 0.92791 0.210
H -0.07675 6.50708 2.70568 0.210
H 0.65971 7.29761 1.28249 0.212
H -0.21457 8.24445 2.46679 0.239
H -2.22991 3.78841 0.95848 0.214
H -2.87693 4.61362 3.18304 0.231
H -1.54332 3.43810 3.25007 0.212
H -1.21751 5.17640 3.48279 0.210
H 0.42088 5.23931 1.03278 0.269
H 0.28550 3.63376 1.74660 0.293
H -0.92742 3.20186 -0.72210 0.220
H -0.63510 4.41637 -4.17944 0.241
H -1.29829 3.51566 -2.80456 0.232
H -1.04779 5.26637 -2.67371 0.248
H 1.59770 4.28967 -4.58103 0.233
H 5.22812 4.00605 -3.61114 0.232
H 4.15402 3.25237 -4.81299 0.251
H 4.26590 5.00922 -4.71189 0.252
H 4.47104 3.98342 -1.41096 0.232
H 3.88398 3.75217 0.76394 0.241
H 2.56674 4.85182 1.17601 0.241
H 2.31201 3.08759 1.20348 0.241
H -5.13337 4.97056 -0.53844 0.232
H -3.65185 4.02068 -0.70862 0.202
H -4.42920 4.19500 0.88966 0.221
H -4.87843 7.20277 -0.75158 0.213

Record 2
75
Properties=species:S:1:pos:R:3:lowdin_charge:R:1 method="wB97M-V/def2-TZVPD" charge=+3 homo_energy_ev=-15.920 gap_ha=0.198 lumo_ha=-0.3874
Au -0.04018 0.40858 0.57347 0.667
Br 5.26080 -4.87933 0.60565 0.868
C 4.31257 -3.27082 0.52087 -0.680
C 4.88125 -2.15724 -0.08897 -0.075
C 4.17823 -0.96845 -0.15894 0.004
C 2.89946 -0.88128 0.38977 -0.264
C 2.32689 -2.00632 0.96802 -0.082
C 3.02859 -3.19552 1.04768 -0.112
N 2.13600 0.32655 0.35055 -0.017
C 2.69143 1.46469 0.18848 -0.044
C 1.90979 2.68038 -0.03097 -0.248
C 2.54886 3.89012 -0.23862 0.036
C 1.78393 5.01612 -0.52125 0.014
C 0.41064 4.88780 -0.58320 0.006
C -0.15731 3.63949 -0.35615 -0.105
N 0.56758 2.55892 -0.08276 0.009
H 5.86998 -2.22614 -0.52111 0.124
H 4.63155 -0.13479 -0.67794 0.121
H 1.31856 -1.95100 1.36395 0.056
H 2.58780 -4.06767 1.51080 0.115
H 3.77388 1.55694 0.16663 0.145
H 3.62821 3.94936 -0.18996 0.138
H 2.25908 5.97167 -0.69849 0.139
H -0.22327 5.73340 -0.81095 0.133
H -1.23264 3.51450 -0.39745 0.101
C -4.13351 -0.85515 0.85172 -0.198
Sb -2.64831 0.60388 0.57685 1.452
C -2.80375 1.24046 -1.43586 -0.226
C -3.29876 2.14514 1.92367 -0.264
C -3.69836 1.49907 3.22214 -0.312
C -5.03788 1.14760 3.38496 -0.047
C -5.48800 0.53015 4.54068 -0.032
C -4.59420 0.25379 5.56165 -0.031
C -3.25920 0.59894 5.41370 -0.032
C -2.79502 1.21684 4.25424 -0.304
C -1.33231 1.53408 4.14890 -0.266
Sb -0.27524 -0.02649 3.15007 1.426
C 1.73352 0.27112 3.74214 -0.241
C -0.88033 -1.84291 4.02865 -0.222
H -5.07493 -0.30982 0.77843 0.045
H -4.06578 -1.33352 1.82428 0.037
H -4.03713 -1.57733 0.04854 0.004
H -3.69145 1.86825 -1.51869 0.044
H -2.92647 0.35127 -2.05048 0.020
H -1.92906 1.79629 -1.76340 0.008
H -4.18137 2.58204 1.45214 0.086
H -2.52954 2.91260 1.98763 0.061
H -5.75341 1.39931 2.61004 0.125
H -6.53599 0.28677 4.65010 0.126
H -4.93523 -0.20937 6.47733 0.126
H -2.56957 0.41294 6.22956 0.126
H -0.87308 1.58186 5.13796 0.087
H -1.10840 2.46904 3.63448 0.073
H 1.75924 0.15691 4.82627 0.041
H 2.03928 1.28015 3.47360 0.027
H 2.38486 -0.46391 3.27740 0.011
H -0.66679 -1.72873 5.09189 0.043
H -0.29939 -2.66604 3.62026 0.025
H -1.94374 -2.00818 3.87570 0.025
C 0.82220 -4.62388 -1.65129 -0.103
C -0.19376 -3.94403 -0.74380 -0.380
S -0.82691 -2.44354 -1.51558 0.974
O -1.44891 -1.61389 -0.35451 -0.744
C -2.20589 -3.09788 -2.47281 -0.370
C -3.18756 -3.99689 -1.74096 -0.105
H 1.19232 -5.52464 -1.16311 0.096
H 1.66964 -3.97212 -1.85948 0.077
H 0.37985 -4.93152 -2.59900 0.084
H 0.25552 -3.58959 0.18253 0.058
H -1.03247 -4.58878 -0.49086 0.088
H -1.72910 -3.60410 -3.31737 0.105
H -2.67723 -2.20379 -2.88478 0.085
H -2.79077 -4.99894 -1.59346 0.082
H -4.08735 -4.09899 -2.34542 0.098
H -3.47426 -3.59231 -0.76856 0.065

Record 3
83
Properties=species:S:1:pos:R:3:lowdin_charge:R:1 method="wB97M-V/def2-TZVPD" s_squared=0.788 charge=0 spin_multiplicity=2 relative_energy_kj_mol=0.0 homo_energy_ev="-7.456 / -7.519" gap_ha="0.289 / 0.292" lumo_ha="0.0155 / 0.0155"
Co 1.32367 0.53738 -0.42010 0.473
N 2.91755 2.52594 2.00694 0.140
C 1.92540 3.08519 1.27050 -0.694
N 1.15253 2.44291 0.43853 0.040
C 0.26775 3.32394 -0.16858 -0.323
C 0.31144 4.59828 0.27190 -0.336
S 1.55083 4.76519 1.45156 1.080
C -0.43874 2.86136 -1.36266 -0.347
C -1.47111 3.43898 -2.01450 -0.348
S -1.71619 2.64282 -3.52692 1.044
C -0.39729 1.57582 -3.15649 -0.735
N 0.13220 1.77349 -1.98629 0.073
N 0.06147 0.65851 -4.05709 0.094
H 3.34206 1.71544 1.57749 0.069
H 3.58941 3.16859 2.39251 0.104
H -0.23209 5.44876 -0.10080 0.080
H -2.06759 4.28579 -1.72097 0.079
H -0.61821 0.31598 -4.71780 0.088
H 0.59296 -0.08108 -3.61252 0.050
C -0.48265 2.26358 3.01443 -0.168
Si -1.13131 0.67866 2.20979 0.460
C -2.49765 1.16662 1.01749 -0.172
C -2.02507 -0.10005 3.69724 -0.192
C 0.18596 -0.38246 1.35617 -0.350
C 1.52290 -0.35476 1.99882 -0.431
C 1.81707 -0.22302 3.36998 -0.064
C 3.11960 -0.30096 3.80518 -0.062
C 4.15032 -0.48672 2.88478 -0.079
C 3.80919 -0.55680 1.55064 -0.149
N 2.54419 -0.48905 1.12283 0.052
Si -0.39739 -2.18483 1.62646 0.438
C 0.05186 -2.76438 3.37344 -0.176
C 0.39368 -3.56621 0.60881 -0.189
C -2.25148 -2.53182 1.44232 -0.220
H -1.05140 2.44265 3.93076 0.037
H -0.62924 3.13249 2.37187 0.007
H 0.57103 2.20752 3.28914 0.014
H -3.21446 1.80838 1.53839 0.041
H -3.03830 0.29818 0.63580 -0.005
H -2.11089 1.71325 0.15820 0.002
H -2.84941 0.57302 3.95507 0.035
H -1.36791 -0.13406 4.57066 0.025
H -2.44434 -1.09250 3.55138 0.007
H 1.00969 -0.09093 4.07714 0.104
H 3.34217 -0.22248 4.86255 0.111
H 5.18287 -0.56131 3.19643 0.099
H 4.56642 -0.65631 0.77892 0.114
H 1.13036 -2.81763 3.53051 0.031
H -0.34076 -3.78017 3.48277 0.035
H -0.37891 -2.15813 4.16917 0.015
H 1.48649 -3.58542 0.69481 0.040
H 0.06936 -3.55432 -0.43060 -0.003
H 0.03689 -4.51044 1.02924 0.043
H -2.89517 -1.65428 1.45199 0.002
H -2.55499 -3.17350 2.27462 0.038
H -2.44793 -3.07824 0.51916 -0.017
C 3.39186 -1.62032 -3.52761 0.001
C 2.80111 -0.63560 -2.56908 -0.286
N 1.77245 -0.89733 -1.81911 -0.065
O 1.34614 -2.23600 -1.90073 -0.136
C 3.37917 0.66143 -2.40753 -0.287
C 4.49296 1.21904 -3.23294 -0.029
N 2.88115 1.33168 -1.38156 -0.144
O 3.37391 2.44783 -1.07556 -0.097
H 2.70545 -2.43399 -3.73230 0.076
H 4.30451 -2.03797 -3.09576 0.102
H 3.66905 -1.11828 -4.45322 0.085
H 1.49300 -2.56679 -1.00418 0.038
H 5.15378 0.43528 -3.60211 0.070
H 5.06781 1.91069 -2.61998 0.071
H 4.11767 1.78179 -4.09244 0.088
Br -3.67251 -4.22147 -2.50384 0.719
C -4.52584 -2.53394 -2.45132 -0.735
C -5.89529 -2.49515 -2.67528 -0.138
C -6.56995 -1.28598 -2.63700 -0.084
C -5.87593 -0.11474 -2.37314 -0.082
C -4.50922 -0.15482 -2.15130 -0.156
C -3.82144 -1.36271 -2.19315 -0.690
I -1.76582 -1.33700 -1.82158 1.188
H -6.42408 -3.41657 -2.87547 0.098
H -7.63757 -1.26367 -2.81011 0.105
H -6.39690 0.83286 -2.33557 0.106
H -3.96226 0.75489 -1.93919 0.078